(1)
A cluster of 2 separate species, C9H14O in total at a distorted geometry. Source: the OMol25 dataset; level of theory: the ωB97M-V functional and the def2-TZVPD basis.

Structure (XYZ):
```
24
Properties=species:S:1:pos:R:3
O -0.3368 1.7517 -2.1179
C -0.8177 1.0967 0.1885
C 1.4405 1.4824 -0.6231
C -0.3082 0.6950 1.3880
C -1.3941 -2.9744 -1.8453
C 0.0617 1.4554 -0.8794
C 1.0513 0.3154 1.5543
C -2.2626 -2.8807 -0.5895
C 1.3919 -0.3912 2.7945
C 1.9237 0.8791 0.6078
H -1.9494 -3.5989 0.1634
H 0.4708 2.1426 -2.6314
H -1.9702 -3.1734 -2.7757
H -0.9221 -1.9992 -2.1687
H 2.9832 0.7878 0.6172
H -1.1200 0.5516 2.1910
H -3.3021 -2.9479 -0.8155
H 1.8915 2.0076 -1.3791
H 2.3016 -1.0047 2.8346
H -1.9533 -2.0049 0.0317
H -0.5530 -3.6226 -1.6971
H 1.7113 0.3922 3.5812
H 0.4532 -0.8390 3.3730
H -1.8668 1.2298 0.0428
```

- molecular weight (g/mol) = 138.21
- HOMO-LUMO gap (eV) = 8.89
- SMILES = Cc1ccc(O)cc1.CC
- electronic energy (hartree) = -426.5010
- LUMO (eV) = 0.763
- energy above the lowest of the compared OMol25 structures with the same formula, charge and spin (kJ/mol) = 188.5
- multiplicity = 1

=====

(2)
A cluster of 2 separate species, C17H29N4O10P in total at a distorted geometry. Source: the OMol25 dataset; level of theory: the ωB97M-V functional and the def2-TZVPD basis.

Structure (XYZ):
```
61
Properties=species:S:1:pos:R:3
P 3.7743 -1.4995 -1.6450
O -3.2736 -0.3290 -4.4839
O -3.4429 -3.4915 -1.4325
O 2.5808 -0.5014 -2.0829
O 1.4055 3.1582 -2.5220
O 0.6110 0.0823 -4.1917
O -0.4420 0.7365 0.3552
O -2.4174 -2.9972 2.6235
O 4.5274 -0.8306 -0.4402
O 4.7845 -1.8113 -2.8148
O 3.2629 -2.7814 -1.1466
N -3.3922 -1.8613 -2.9266
N -1.3455 2.2503 1.6886
N -1.4162 -0.5217 -3.1635
N -1.1056 -1.2379 2.3544
C -1.8060 2.8313 2.9507
C -0.8244 -1.1872 -2.0767
C 1.2115 -0.9089 4.2060
C 1.5868 1.0172 -3.7133
C -2.6930 -0.8876 -3.5692
C -2.8717 -1.1865 4.0804
C -0.7070 0.5406 -3.8705
C -0.5402 0.0896 2.6606
C 0.9681 -0.0319 2.9689
C 0.9047 1.8207 -2.6044
C -2.1091 -1.8684 2.9619
C -2.8143 -2.5744 -1.9235
C 2.8534 0.2822 -3.2562
C 1.6266 1.3300 3.2285
C -1.4995 -2.2110 -1.4540
C -0.7886 1.0508 1.4876
C -0.5536 1.8031 -3.0223
H 1.1422 1.8307 4.0666
H 1.4707 -0.4940 2.1176
H 3.8538 -0.9285 0.2435
H -1.0774 -2.7681 -0.6265
H -1.4823 2.7943 0.8504
H -0.7889 2.6764 -3.6372
H -4.2445 -2.2025 -3.3422
H 1.0185 1.3240 -1.6375
H 5.2607 -2.5548 -2.4245
H 1.8522 1.6939 -4.5326
H -2.1956 -0.9748 4.9057
H 0.1691 -0.9103 -1.7307
H -3.6596 -1.8571 4.4224
H 2.6820 1.1892 3.4639
H -1.2217 1.7957 -2.1564
H 0.9827 3.6346 -1.7871
H 3.6366 1.0188 -3.0427
H -2.1472 3.8543 2.7800
H 0.7105 -0.4849 5.0764
H 2.2807 -0.9801 4.4078
H -2.6387 2.2494 3.3513
H -0.9939 2.8562 3.6795
H -0.6954 -1.7465 1.5854
H 3.1959 -0.3458 -4.0872
H -1.2331 0.7922 -4.7996
H 1.5657 1.9584 2.3402
H -3.3206 -0.2704 3.7037
H -1.0133 0.4937 3.5503
H 0.8363 -1.9182 4.0334
```

- molecular weight (g/mol) = 480.41
- HOMO-LUMO gap (eV) = 8.72
- SMILES = O=c1ccn([C@H]2C[C@H](O)[C@@H](COP(=O)(O)O)O2)c(=O)[nH]1.CNC(=O)[C@@H](NC(C)=O)C(C)C
- electronic energy (hartree) = -1978.1437
- LUMO (eV) = 0.003
- energy above the lowest of the compared OMol25 structures with the same formula, charge and spin (kJ/mol) = 0.0
- multiplicity = 1

=====

(3)
A cluster of 4 separate species, CH9NO3 in total at a distorted geometry. Source: the OMol25 dataset; level of theory: the ωB97M-V functional and the def2-TZVPD basis.

Structure (XYZ):
```
14
Properties=species:S:1:pos:R:3
O -0.0669 -2.0872 1.1475
O -0.4634 0.5008 2.5975
O -0.1660 2.2145 0.2828
N 0.2273 -0.2525 -1.4709
C 0.1631 -0.3167 -2.7326
H -0.4986 -0.4609 2.5041
H 0.5463 0.4819 -3.3675
H -0.1158 1.3031 -0.0119
H 0.9459 0.4288 -1.2318
H -0.8564 -2.0019 0.6079
H 0.4688 0.6599 2.8119
H -0.3896 -1.1478 -3.1621
H -0.3347 2.1062 1.2256
H 0.5400 -1.4284 0.7994
```

- molecular weight (g/mol) = 83.09
- HOMO-LUMO gap (eV) = 11.62
- SMILES = C=N.O.O.O
- electronic energy (hartree) = -323.9356
- LUMO (eV) = 0.737
- energy above the lowest of the compared OMol25 structures with the same formula, charge and spin (kJ/mol) = 84.1
- multiplicity = 1

=====

(4)
A cluster of 2 separate species, C6H16 in total at a distorted geometry. Source: the OMol25 dataset; level of theory: the ωB97M-V functional and the def2-TZVPD basis.

Structure (XYZ):
```
22
Properties=species:S:1:pos:R:3
C 2.4847 -0.7344 -0.2646
C -3.1958 -0.9484 -0.4512
C 1.9395 0.5364 0.5448
C -1.7911 -0.3522 -0.4947
C -1.7738 1.0580 -1.1260
C 2.4140 0.4861 1.9720
H -3.5411 -1.4807 0.4500
H -3.2917 -1.8660 -1.0099
H 3.2949 1.1412 1.9883
H 1.6729 -1.3872 -0.6209
H -1.5328 1.9327 -0.4891
H 2.0404 1.4116 -0.0802
H -3.9327 -0.2584 -0.7676
H -1.2885 -0.3798 0.4811
H 0.8318 0.5042 0.5372
H 1.6208 0.8091 2.7242
H -2.7374 1.3420 -1.5190
H -1.2349 -0.9676 -1.2228
H 2.7020 -0.3774 -1.2699
H -0.9807 1.1107 -1.8562
H 2.8616 -0.4088 2.4138
H 3.4381 -1.1713 0.0608
```

- molecular weight (g/mol) = 88.19
- HOMO-LUMO gap (eV) = 11.85
- SMILES = CCC.CCC
- electronic energy (hartree) = -238.1329
- LUMO (eV) = 1.082
- energy above the lowest of the compared OMol25 structures with the same formula, charge and spin (kJ/mol) = 167.2
- multiplicity = 1

=====

(5)
A cluster of 2 separate species, C4H10OS2 in total at a distorted geometry. Source: the OMol25 dataset; level of theory: the ωB97M-V functional and the def2-TZVPD basis.

Structure (XYZ):
```
17
Properties=species:S:1:pos:R:3
S -0.7486 3.1656 -1.0635
S -1.6696 0.6199 0.2420
O -1.9107 -3.1531 -1.0618
C 0.9749 1.1807 0.0051
C -1.8192 1.7280 -1.1930
C 0.0000 0.0000 0.0000
C 0.8573 2.3254 -1.0416
H -2.4571 -2.5409 -1.6049
H 1.0189 1.9621 -2.0747
H 0.8696 1.5823 1.0313
H -2.7951 2.2264 -1.3497
H -1.6048 1.1179 -2.0915
H 1.6566 3.0563 -0.8129
H -2.0071 -2.8205 -0.1407
H 0.1866 -0.7145 0.8247
H 0.0280 -0.5677 -0.9500
H 2.0266 0.8605 -0.1247
```

- molecular weight (g/mol) = 138.26
- HOMO-LUMO gap (eV) = 9.12
- SMILES = C1CSCSC1.O
- electronic energy (hartree) = -1030.0082
- LUMO (eV) = 0.647
- energy above the lowest of the compared OMol25 structures with the same formula, charge and spin (kJ/mol) = 61.9
- multiplicity = 1

=====

(6)
An isolated molecule of C3H5N3O at a distorted geometry. Source: the OMol25 dataset; level of theory: the ωB97M-V functional and the def2-TZVPD basis.

Structure (XYZ):
```
12
Properties=species:S:1:pos:R:3
O 1.1162 0.6993 -0.8395
N -1.6390 0.4664 -0.1815
N -0.9034 -2.0109 -0.3799
N 1.3077 -0.1455 1.2882
C 0.8099 -0.2067 0.0071
C -0.4396 -0.8841 -0.1574
C -1.3537 1.5010 -0.7569
H -0.2043 -2.7506 -0.4596
H -0.0516 1.4586 -1.0587
H 2.1819 0.3438 1.3998
H -1.9266 2.4197 -0.7957
H 1.1025 -0.8910 1.9343
```

- molecular weight (g/mol) = 99.09
- HOMO-LUMO gap (eV) = 8.63
- SMILES = [H]/N=C(/N=C)C(N)=O
- electronic energy (hartree) = -356.7032
- LUMO (eV) = 0.381
- energy above the lowest of the compared OMol25 structures with the same formula, charge and spin (kJ/mol) = 404.8
- multiplicity = 1

=====

(7)
A cluster of 2 separate species, C3H9ClP in total at a distorted geometry. Source: the OMol25 dataset; level of theory: the ωB97M-V functional and the def2-TZVPD basis.

Structure (XYZ):
```
14
Properties=species:S:1:pos:R:3
Cl -0.5388 0.6611 2.7347
P 0.1144 0.8508 0.8959
C 0.5283 -0.9082 0.2885
C 1.5955 1.9069 0.9655
C -2.2023 -1.2429 -2.0677
H -0.1458 -0.9661 -0.5513
H 1.5697 -1.0609 0.0340
H 2.3313 1.1151 1.3046
H 1.8657 2.2252 -0.0017
H -2.2313 -0.7154 -1.0629
H 1.3992 2.6909 1.6988
H -3.1991 -1.5462 -2.5194
H -1.2699 -1.4051 -2.6939
H 0.1829 -1.6051 0.9748
```

- molecular weight (g/mol) = 111.53
- HOMO-LUMO gap (alpha / beta) (eV) = 4.34 / 11.28
- electronic energy (hartree) = -920.8569
- LUMO (alpha / beta) (eV) = -7.845 / -3.843
- energy above the lowest of the compared OMol25 structures with the same formula, charge and spin (kJ/mol) = 90.2
- total charge = +1
- multiplicity = 1

=====

(8)
A structure of composition C51H52NO6P2Pd at a distorted geometry. Source: the OMol25 dataset; level of theory: the ωB97M-V functional and the def2-TZVPD basis.

Structure (XYZ):
```
113
Properties=species:S:1:pos:R:3
Pd -0.1545 -0.4872 0.4548
P -1.2195 1.1568 -0.7821
P -0.9807 -1.1485 2.4754
O -2.0714 -0.0693 3.0499
O -1.0242 2.6212 -0.0354
O -1.6259 -2.6317 2.8026
O 0.2579 -1.1308 3.5176
O -0.4376 1.4135 -2.1882
O -2.7913 1.0681 -1.2891
N 5.7913 0.9948 -2.1549
C -3.6848 1.0318 1.5798
C 5.9402 -0.4136 -2.4468
C 5.8195 1.3295 -0.7478
C -4.4042 1.7868 -2.9565
C 0.6099 -0.9592 5.8177
C 1.9234 -0.4719 -0.5832
C -4.8814 0.9543 0.8693
C 1.1807 3.2316 -0.7846
C -2.2056 -0.0286 -5.0671
C -0.8664 2.3250 -4.2982
C -0.9605 -5.6838 4.7050
C 1.1424 -4.8239 3.8368
C 1.5403 5.4728 -1.5704
C 0.4386 -3.8416 3.1388
C 0.3861 -0.2911 4.6301
C -4.0090 4.4516 -2.1455
C 7.0885 0.8170 -0.0813
C -4.1343 -1.1446 2.5633
C 0.4031 -0.2411 6.9871
C -3.3501 -0.0133 2.4214
C -2.6950 -4.5493 -1.1146
C -3.3588 3.3992 -1.4924
C 2.0024 4.1596 -1.4127
C -5.6908 -0.1716 1.0079
C 0.1322 -2.0453 -0.9956
C -5.0995 2.8406 -3.5732
C 7.2685 -0.6781 -0.3342
C -0.5394 4.9266 -0.4921
C -2.1143 -5.6464 -0.4684
C -0.9700 1.2172 -3.4806
C 0.4317 -5.7345 4.6183
C 0.0597 1.1108 6.8837
C -0.0642 1.7805 5.6639
C -0.0895 3.6121 -0.4145
C -4.8880 4.1591 -3.1765
C 0.1406 1.0641 4.4878
C 7.2133 -0.9758 -1.8312
C -2.0003 -3.3477 -1.2116
C -5.3182 -1.2286 1.8339
C -0.9290 -3.7464 3.3136
C -1.6592 -4.6785 4.0368
C -0.1390 -4.3272 -0.0328
C -1.5539 0.0182 -3.8376
C 4.7622 1.6539 -2.9025
C 0.2890 5.8626 -1.1039
C -0.6843 -3.2424 -0.7294
C -2.1964 1.1081 -5.8754
C -3.5124 2.1006 -1.9468
C -1.5350 2.2805 -5.5166
C 1.3938 -1.7589 -0.3889
C -0.8475 -5.5145 0.1110
H 7.0161 1.0339 0.9876
H 8.0788 -0.5054 -2.3160
H -0.3202 2.8407 5.5728
H 1.8534 -2.4761 0.2915
H 0.9760 -3.1389 2.4900
H 2.9798 3.8228 -1.7731
H -0.3971 -6.3375 0.6679
H -2.9790 1.8728 1.4701
H -2.6379 -6.6014 -0.4198
H -5.4240 4.9621 -3.6755
H -2.7374 3.6267 -0.6383
H 0.8670 -4.2334 0.3688
H -0.1035 -1.4599 -1.8896
H 0.8333 -2.0263 5.7384
H -5.7970 2.5895 -4.3752
H -0.0773 6.8879 -1.2117
H -5.9190 -2.1346 1.9523
H -2.7078 1.0743 -6.8273
H 4.8993 1.4084 -3.9621
H 7.2331 -2.0515 -2.0226
H 2.7273 -0.0679 0.0315
H -2.4485 -2.4817 -1.6974
H 5.9535 -0.5160 -3.5391
H 2.2384 -4.8315 3.7552
H -3.7652 -1.9679 3.1704
H -2.7409 -0.9433 -5.3386
H 5.0799 -0.9842 -2.0428
H -1.5267 3.1781 -6.1290
H -1.5408 -0.8387 -3.1475
H 1.5025 2.1884 -0.6258
H 6.4660 -1.2275 0.1718
H 4.8660 2.7372 -2.7576
H -1.5278 -6.4187 5.2854
H 1.6754 0.0586 -1.5027
H 4.9500 0.8821 -0.2251
H 8.2278 -1.0066 0.0709
H -2.7459 -4.5613 4.0622
H -3.6881 -4.6372 -1.5596
H -0.3120 3.1708 -3.8913
H -1.5356 5.1702 -0.1243
H -0.0797 1.6706 7.7974
H -6.6328 -0.2060 0.4780
H 0.0663 1.5068 3.4859
H 7.9502 1.3519 -0.5025
H 0.9676 -6.5082 5.1556
H 0.5228 -0.7727 7.9309
H 5.7549 2.4233 -0.6715
H 2.1799 6.2070 -2.0433
H -4.5347 0.7294 -3.2135
H -5.1844 1.7985 0.2390
H 3.7410 1.3635 -2.6036
H -3.7726 5.4559 -1.7914
```

- molecular weight (g/mol) = 943.35
- HOMO-LUMO gap (eV) = 5.70
- electronic energy (hartree) = -3291.2413
- LUMO (eV) = -4.475
- energy above the lowest of the compared OMol25 structures with the same formula, charge and spin (kJ/mol) = 0.0
- total charge = +1
- multiplicity = 1